Record 1
9
Properties=species:S:1:pos:R:3:lowdin_charge:R:1 method="wB97M-V/def2-TZVPD" energy_ev=-23289.3733 homo_ev=-9.0 relative_energy_kcal_mol=19.93 total_charge=0 smiles=CP(O)S
C -0.5752 -0.5317 0.9604 -0.317
P -0.9950 -0.4747 -0.8650 0.749
O -0.2810 1.0346 -1.0533 -0.422
S 0.9633 -1.9333 -1.5526 0.221
H -0.0909 -1.4288 1.1940 -0.004
H -1.4475 -0.4565 1.5422 0.014
H -0.0517 0.3119 1.1787 -0.003
H -0.7506 1.5531 -1.7405 0.046
H 1.6244 -1.9427 -0.3976 -0.285

---

Record 2
11
Properties=species:S:1:pos:R:3:lowdin_charge:R:1 method="wB97M-V/def2-TZVPD" energy_ev=-44957.9460 homo_ev="-8.8 / -8.7" relative_energy_kcal_mol=53.99 total_charge=0
C 1.0571 -1.3870 -0.4551 -0.177
O 0.4694 -0.6843 0.6278 -0.556
P -0.4188 0.6312 0.3655 0.087
S 1.6183 2.5591 0.0632 -0.130
S -1.9316 0.0810 -1.1326 0.372
S -1.3521 0.4817 2.1878 0.415
H 1.2309 -0.7359 -1.3327 0.074
H 0.4093 -2.2396 -0.8389 0.106
H 2.0464 -1.7319 -0.2369 0.077
H -1.9923 1.2079 -1.9051 -0.169
H -1.1364 1.8177 2.6570 -0.099

---

Record 3
9
Properties=species:S:1:pos:R:3:lowdin_charge:R:1 method="wB97M-V/def2-TZVPD" energy_ev=-28982.8109 homo_ev=-8.9 relative_energy_kcal_mol=19.86 total_charge=0 smiles=CP1[PH]#[PH]1
C -1.5357 -0.2056 0.1408 -0.293
P 0.3682 -0.2062 1.0575 0.249
P 1.6618 -1.0024 -0.5350 0.261
P 1.4142 1.1395 -0.2392 0.176
H -1.1541 0.3317 -0.7017 -0.057
H -2.1343 0.4704 0.7521 0.010
H -1.6766 -1.2522 0.1556 -0.014
H 0.4436 -0.8607 -1.2369 -0.209
H 2.6128 1.5854 0.6068 -0.122

---

Record 4
8
Properties=species:S:1:pos:R:3:lowdin_charge:R:1 method="wB97M-V/def2-TZVPD" energy_ev=-21240.9431 homo_ev=-8.8 relative_energy_kcal_mol=20.24 total_charge=0 smiles=CSP
C -0.0925 -1.0971 0.8430 -0.537
S 0.3828 -0.5103 -0.7877 0.358
P -0.3614 1.4635 -0.8731 0.417
H 0.6641 -1.0834 1.6172 0.018
H -0.7147 -2.2007 0.7654 0.117
H -0.7797 -0.4166 1.1638 -0.061
H 0.7653 2.3896 -0.5588 -0.130
H 0.1361 1.4550 -2.1697 -0.182

---

Record 5
8
Properties=species:S:1:pos:R:3:lowdin_charge:R:1 method="wB97M-V/def2-TZVPD" energy_ev=-21238.4779 homo_ev="-9.3 / -8.7" relative_energy_kcal_mol=77.09 total_charge=0
C -0.0954 0.3658 -0.8664 -0.380
P -0.1524 -0.2768 0.8480 0.172
S -1.8086 -1.0745 1.3116 0.146
H -0.5747 -0.2499 -1.5214 -0.020
H -0.5723 1.4026 -0.8369 0.063
H 1.0673 0.3909 -0.9593 0.044
H 0.0446 0.9343 1.4159 -0.083
H 2.0915 -1.4922 0.6085 0.060

---

Record 6
8
Properties=species:S:1:pos:R:3:lowdin_charge:R:1 method="wB97M-V/def2-TZVPD" energy_ev=-21238.4518 homo_ev="-10.0 / -8.2" relative_energy_kcal_mol=77.69 total_charge=0
C -1.3184 -0.0676 -0.0299 -0.536
P -0.8756 1.6790 0.4034 0.652
S 2.3567 -0.5748 0.0335 0.344
H -0.6912 -0.8181 0.6987 0.054
H -0.8552 -0.3799 -0.9328 -0.025
H -2.4109 -0.0400 0.1845 0.001
H 0.3681 1.5999 -0.3764 -0.195
H 3.4264 -1.3986 0.0190 -0.295

---

Repeat the second record exactly.
11
Properties=species:S:1:pos:R:3:lowdin_charge:R:1 method="wB97M-V/def2-TZVPD" energy_ev=-44957.9460 homo_ev="-8.8 / -8.7" relative_energy_kcal_mol=53.99 total_charge=0
C 1.0571 -1.3870 -0.4551 -0.177
O 0.4694 -0.6843 0.6278 -0.556
P -0.4188 0.6312 0.3655 0.087
S 1.6183 2.5591 0.0632 -0.130
S -1.9316 0.0810 -1.1326 0.372
S -1.3521 0.4817 2.1878 0.415
H 1.2309 -0.7359 -1.3327 0.074
H 0.4093 -2.2396 -0.8389 0.106
H 2.0464 -1.7319 -0.2369 0.077
H -1.9923 1.2079 -1.9051 -0.169
H -1.1364 1.8177 2.6570 -0.099